(1)
Computed, not measured: a structure of composition C2H3N5O at a distorted geometry, with ωB97M-V with the def2-TZVPD basis set.

As for the HOMO energy: -9.55 eV. Its HOMO-LUMO gap is 0.2590 hartree. As for the energy above the lowest of the compared OMol25 structures with the same formula, charge and spin: 212.9 kcal/mol. The multiplicity is 1. The value obtained for the LUMO energy is -2.50 eV. For the largest force on an atom, the calculation gives 0.1656 hartree/bohr.

Each line ends with the Mulliken charge.
Atoms and positions in Å:
O: -1.150 1.656 0.041  -0.51
N: -0.222 0.472 -0.607  0.28
N: -2.097 -1.247 -0.026  -0.57
N: 0.230 -1.743 -0.112  -0.25
N: 1.500 -1.178 0.065  -0.21
N: 1.010 1.019 -0.361  -0.42
C: 1.858 0.015 -0.095  0.17
C: -0.856 -0.921 -0.352  0.55
H: 3.054 0.340 0.355  0.28
H: -2.693 -0.380 -0.015  0.28
H: -0.634 1.967 1.106  0.40

***

(2)
Computed, not measured: a structure of composition C36H50AlN4S3Si at a distorted geometry, with ωB97M-V with the def2-TZVPD basis set.

As for the HOMO energy (alpha / beta): -4.13 / -1.57 eV. Its HOMO-LUMO gap (alpha / beta) is 0.2411 / 0.1466 hartree. As for the total charge: -1. As for the energy above the lowest of the compared OMol25 structures with the same formula, charge and spin: 39.2 kcal/mol. The multiplicity is 1. The value obtained for the LUMO energy (alpha / beta) is 2.43 / 2.42 eV. For the largest force on an atom, the calculation gives 0.0240 hartree/bohr.

Each line ends with the Mulliken charge.
Atoms and positions in Å:
S: 1.993 -0.426 -0.483  -0.45
S: -2.260 2.290 -4.174  -0.37
S: 1.551 3.752 -0.937  -0.39
Si: 4.257 -3.152 -1.018  0.20
Al: -0.271 -0.168 -1.153  -1.14
N: 0.619 -1.543 -2.332  0.40
N: -1.552 1.165 -0.372  1.75
N: 2.268 2.330 1.145  -0.01
N: 0.378 3.620 1.449  0.34
C: -3.995 2.462 0.153  -1.12
C: -0.777 1.854 -4.952  -0.45
C: -1.996 1.346 0.893  -0.26
C: 1.211 -3.313 -3.787  -1.56
C: -3.625 -2.591 -3.390  -0.62
C: 1.810 -1.643 -1.692  -0.43
C: -3.961 -1.445 -0.901  -0.17
C: -3.553 2.315 -1.143  -0.71
C: -0.415 1.040 -2.779  0.42
C: 5.711 -3.513 -2.180  -1.12
C: -0.713 4.481 1.019  -0.94
C: 2.735 -2.656 -2.014  0.66
C: -4.798 -1.094 -1.948  -0.50
C: 2.590 -0.306 4.758  -1.26
C: 2.270 1.808 2.494  -1.64
C: -1.687 1.585 -2.675  -0.17
C: -0.935 -1.548 0.099  -1.53
C: -2.939 -2.378 -1.073  -0.12
C: -2.681 -2.814 1.405  -1.96
C: 0.076 1.212 -4.107  -0.58
C: 4.848 -1.975 0.327  -0.82
C: -1.810 5.523 3.717  -1.05
C: 0.343 -2.330 -3.367  -0.01
C: 2.397 -3.485 -3.083  -0.22
C: -1.195 -3.993 -0.190  -1.89
C: 3.783 -4.801 -0.208  -1.13
C: -2.326 1.695 -1.404  0.21
C: 1.384 0.571 2.690  2.79
C: -0.534 6.033 3.048  -0.38
C: -3.164 1.976 1.211  -1.05
C: -1.955 -2.672 0.053  3.59
C: -2.808 -2.965 -2.331  -0.27
C: 1.372 3.207 0.623  0.24
C: -4.623 -1.650 -3.206  -0.61
C: 1.262 0.155 4.155  -0.73
C: -0.554 5.914 1.524  -0.92
H: -1.384 6.502 1.120  0.42
H: 2.787 1.821 0.447  0.30
H: 6.559 -3.886 -1.601  0.30
H: 5.457 -4.278 -2.919  0.32
H: -0.543 -4.191 0.663  0.48
H: -1.351 0.928 1.662  0.20
H: -0.385 7.084 3.310  0.37
H: -3.490 -3.548 1.342  0.40
H: -0.451 -1.540 1.087  0.34
H: 0.538 -0.659 4.224  0.41
H: 0.331 5.487 3.437  0.22
H: 4.071 -1.857 1.081  0.07
H: 0.958 -3.942 -4.630  0.39
H: 3.012 -4.643 0.549  0.29
H: -4.944 2.938 0.370  0.38
H: -1.971 -3.151 2.163  0.47
H: 3.082 -4.276 -3.372  0.26
H: -4.136 2.671 -1.984  0.43
H: -1.891 -4.831 -0.305  0.41
H: 3.304 1.556 2.736  0.41
H: -1.655 4.054 1.362  0.04
H: 5.058 -0.984 -0.077  0.31
H: -2.058 -3.727 -2.499  0.45
H: -0.606 -2.143 -3.856  0.76
H: 0.870 0.991 4.744  0.40
H: 5.752 -2.357 0.809  0.39
H: -3.098 -1.865 1.742  0.36
H: -5.250 -1.343 -4.034  0.38
H: 1.057 0.879 -4.431  0.41
H: 0.391 0.773 2.278  -1.44
H: -0.724 4.482 -0.069  0.56
H: 1.800 -0.251 2.101  -0.17
H: 3.377 -5.493 -0.949  0.36
H: -4.097 -0.958 0.057  0.03
H: 3.300 0.519 4.833  0.31
H: 6.040 -2.625 -2.723  0.35
H: -0.623 2.136 -5.983  0.46
H: 0.374 6.324 1.116  0.30
H: -3.463 2.085 2.246  0.46
H: -2.692 5.961 3.246  0.27
H: 2.442 -0.705 5.763  0.41
H: 4.636 -5.286 0.273  0.34
H: -1.823 5.782 4.777  0.37
H: -3.483 -3.044 -4.365  0.37
H: 0.221 3.075 2.281  0.30
H: -1.898 4.438 3.640  0.21
H: 3.038 -1.086 4.139  0.24
H: 1.964 2.602 3.182  0.39
H: -0.553 -3.924 -1.069  0.15
H: -5.583 -0.368 -1.781  0.36

***

no.,electronic energy (eV)
1,-11611.5970
2,-91088.2102